(1)
Formula: C7H13F2N2O
Source: OMol25
Level of theory: wB97M-V/def2-TZVPD

Summary:
- Charge: +1
- SMILES: C[C@H]1NC(=[NH2+])OC(C)(C)C1(F)F

Atoms and positions in Å:
C: 1.21 -2.63 0.60
C: 0.94 -1.30 0.03
N: -0.26 -1.38 -0.83
C: -1.24 -0.49 -0.95
N: -2.33 -0.67 -1.61
O: -1.20 0.67 -0.40
C: -0.13 1.18 0.48
C: 0.72 1.99 -0.53
C: -0.94 2.04 1.40
C: 0.58 0.01 1.21
F: -0.30 -0.61 1.97
F: 1.67 0.38 1.78
H: 0.29 -3.08 0.73
H: 1.67 -2.47 1.62
H: 1.88 -3.29 -0.08
H: 1.72 -0.82 -0.68
H: -0.21 -2.35 -0.99
H: -2.50 -1.34 -2.38
H: -3.20 -0.19 -1.42
H: 1.08 2.84 0.09
H: 0.21 2.29 -1.35
H: 1.45 1.37 -0.94
H: -0.50 2.05 2.34
H: -1.98 1.56 1.53
H: -0.99 3.11 1.23

***

(2)
Formula: C10H36AsF6N2O8
Source: OMol25
Level of theory: wB97M-V/def2-TZVPD

Summary:
- Charge: -1

Atoms and positions in Å:
As: -0.69 -0.19 0.09
F: -0.01 -0.23 -1.51
F: -1.91 0.88 -0.48
F: -1.43 -0.22 1.65
F: 0.58 -1.25 0.68
F: 0.36 1.10 0.53
F: -1.65 -1.57 -0.39
C: 4.26 2.56 0.33
O: 3.43 2.63 1.47
H: 5.20 2.03 0.53
H: 3.73 2.09 -0.50
H: 4.52 3.58 0.05
H: 3.09 1.74 1.66
C: -0.19 1.49 -3.80
O: 0.13 2.88 -3.60
H: -1.05 1.30 -3.18
H: -0.53 1.33 -4.83
H: 0.66 0.87 -3.55
H: 0.84 3.15 -4.17
C: -2.44 -3.02 3.35
O: -2.01 -1.80 3.93
H: -3.46 -2.97 2.97
H: -1.78 -3.34 2.54
H: -2.35 -3.78 4.13
H: -1.76 -1.22 3.20
C: 1.78 -2.57 -2.38
O: 3.03 -3.12 -2.82
H: 1.64 -1.67 -2.95
H: 0.95 -3.26 -2.60
H: 1.82 -2.43 -1.30
H: 3.18 -3.97 -2.39
C: 1.08 4.43 -0.59
O: -0.18 4.11 -1.13
H: 1.08 4.24 0.49
H: 1.88 3.80 -0.98
H: 1.34 5.49 -0.74
H: -0.06 3.66 -1.98
C: -1.58 -1.76 -4.13
O: -2.03 -2.75 -5.05
H: -1.65 -2.11 -3.10
H: -0.53 -1.53 -4.30
H: -2.16 -0.84 -4.21
H: -1.66 -2.55 -5.91
C: -5.60 -1.15 -0.01
O: -6.73 -1.50 0.29
N: -5.30 0.12 -0.44
N: -4.52 -1.97 0.07
H: -6.02 0.82 -0.36
H: -4.39 0.39 -0.78
H: -3.56 -1.70 -0.10
H: -4.69 -2.94 0.27
C: 3.39 0.07 4.63
C: 2.27 -0.18 3.64
C: 1.15 0.85 3.79
O: 2.77 -0.08 2.30
H: 4.34 -0.38 4.30
H: 3.17 -0.36 5.60
H: 3.55 1.14 4.78
H: 1.88 -1.20 3.79
H: 1.63 1.79 3.50
H: 0.82 0.86 4.83
H: 0.32 0.59 3.16
H: 2.06 -0.38 1.73

***

(3)
Formula: C41H40F5InNO7PSTe
Source: OMol25
Level of theory: wB97M-V/def2-TZVPD

Summary:
- Relative energy (zero: lowest compared OMol25 entry of this formula, charge and spin): 64.6 kcal/mol
- Charge: -2

Atoms and positions in Å:
In: 0.57 -0.15 -0.98
C: -3.22 5.75 0.39
O: -3.43 5.67 -1.00
C: -3.04 4.52 -1.62
C: -3.23 4.50 -3.03
C: -2.80 3.43 -3.74
C: -2.17 2.30 -3.14
C: -1.61 1.28 -3.96
C: -1.67 1.38 -5.46
O: -1.06 0.26 -3.44
C: -2.06 2.26 -1.69
O: -1.62 1.30 -1.03
C: -2.51 3.44 -0.97
H: -3.55 6.74 0.70
H: -2.16 5.62 0.65
H: -3.80 4.99 0.92
H: -3.70 5.36 -3.50
H: -2.95 3.43 -4.81
H: -2.67 1.09 -5.79
H: -0.96 0.70 -5.91
H: -1.45 2.39 -5.80
H: -2.36 3.42 0.09
O: 3.20 -3.40 1.41
C: 2.75 -2.26 1.60
O: 2.01 -1.56 0.86
C: 3.04 -1.54 2.93
P: 1.97 -0.03 2.95
C: 3.05 1.22 2.14
C: 3.84 0.90 1.03
C: 4.61 1.87 0.41
C: 4.60 3.18 0.87
C: 3.79 3.51 1.95
C: 3.02 2.54 2.57
C: 2.32 0.35 4.76
C: 1.43 -0.26 5.65
C: 1.60 -0.18 7.02
C: 2.68 0.52 7.54
C: 3.58 1.13 6.67
C: 3.40 1.03 5.30
H: 4.09 -1.25 2.98
H: 2.82 -2.19 3.78
H: 3.84 -0.11 0.64
H: 5.20 1.61 -0.46
H: 5.20 3.94 0.38
H: 3.75 4.53 2.31
H: 2.37 2.83 3.39
H: 0.60 -0.83 5.25
H: 0.90 -0.67 7.68
H: 2.82 0.59 8.61
H: 4.43 1.67 7.07
H: 4.13 1.50 4.64
C: -0.41 -4.01 3.92
C: 0.10 -3.72 2.63
C: -0.64 -2.98 1.76
C: -1.92 -2.48 2.12
C: -2.69 -1.67 1.22
C: -3.90 -1.17 1.63
C: -4.41 -1.49 2.91
C: -3.71 -2.28 3.77
C: -2.44 -2.78 3.40
C: -1.65 -3.56 4.29
H: 0.18 -4.59 4.61
H: 1.08 -4.07 2.34
H: -0.24 -2.74 0.78
H: -4.45 -0.51 0.98
H: -5.37 -1.08 3.20
H: -4.11 -2.52 4.75
H: -2.05 -3.78 5.27
C: -2.83 -3.31 -1.26
C: -2.75 -1.79 -1.21
C: -4.08 -1.12 -1.50
O: -2.12 -1.37 0.03
H: -3.23 -3.62 -2.23
H: -3.47 -3.70 -0.47
H: -1.83 -3.73 -1.16
H: -2.04 -1.46 -1.96
H: -4.90 -1.54 -0.91
H: -4.31 -1.26 -2.55
H: -4.00 -0.05 -1.31
S: -0.20 4.22 2.14
C: -1.11 3.27 3.17
N: -0.86 1.93 3.32
C: -1.50 1.12 4.19
C: -2.48 1.59 4.99
C: -2.84 2.95 4.86
C: -2.18 3.75 3.98
H: -0.14 1.49 2.74
H: -1.17 0.08 4.19
H: -2.98 0.93 5.69
H: -3.64 3.35 5.47
H: -2.44 4.80 3.86
F: 0.70 -2.90 -5.09
Te: 0.44 -1.24 -4.15
F: 1.25 0.48 -3.68
F: -1.27 -1.58 -5.00
F: 0.80 -0.48 -5.86
F: 2.33 -1.55 -4.05
O: 0.06 -2.02 -2.57

***

(4)
Formula: CH4O2S
Source: OMol25
Level of theory: wB97M-V/def2-TZVPD

Summary:
- Relative energy (zero: lowest compared OMol25 entry of this formula, charge and spin): 45.8 kcal/mol

Atoms and positions in Å:
C: -0.63 -0.77 0.01
O: 0.44 1.50 -0.94
O: 1.67 -0.27 1.17
S: 1.13 -0.12 -0.20
H: -1.26 -0.37 -0.77
H: -0.96 -0.22 0.99
H: -0.75 -1.93 -0.02
H: 0.36 2.17 -0.24

***

(5)
Formula: C19H28I2N3O6
Source: OMol25
Level of theory: wB97M-V/def2-TZVPD

Summary:
- Charge: +1

Atoms and positions in Å:
C: 2.97 -3.25 0.53
C: 1.79 -4.16 -0.02
C: 0.33 -3.52 0.20
I: -1.10 -5.08 -0.23
C: 0.12 -2.19 -0.60
C: 0.96 -1.96 -1.81
N: 0.86 -0.79 -2.59
C: 1.73 -0.63 -3.80
C: 2.92 0.38 -3.57
O: 3.25 0.59 -2.42
I: 3.85 1.31 -5.28
C: 0.00 0.26 -2.27
N: 0.01 1.41 -3.14
C: 0.53 2.43 -2.60
O: 0.85 3.45 -2.17
C: -0.87 0.13 -1.04
C: -1.78 1.36 -0.70
C: -1.07 2.42 0.28
C: 0.29 1.90 0.88
N: 0.30 1.18 2.14
O: 1.38 2.09 0.35
C: -0.86 -1.09 -0.19
O: -1.61 -1.31 0.94
C: -3.04 -1.41 0.70
C: -3.49 -2.19 -0.60
C: -4.16 -1.24 -1.73
O: -4.57 -3.08 -0.20
H: 3.59 -2.89 -0.34
H: 2.50 -2.40 1.10
H: 3.59 -3.86 1.25
H: 1.78 -5.16 0.52
H: 1.95 -4.44 -1.11
H: 0.30 -3.25 1.30
H: 1.72 -2.70 -2.17
H: 1.07 -0.35 -4.68
H: 2.14 -1.66 -4.03
H: -1.94 1.92 -1.67
H: -2.81 1.11 -0.32
H: -0.89 3.41 -0.25
H: -1.75 2.67 1.16
H: 1.17 0.64 2.12
H: -0.53 0.58 2.23
H: -3.59 -0.41 0.71
H: -3.47 -1.98 1.58
H: -2.72 -2.86 -1.07
H: -5.26 -1.18 -1.47
H: -4.11 -1.69 -2.76
H: -3.74 -0.20 -1.73
H: -5.20 -2.59 0.37
C: 1.40 5.16 3.85
C: 2.34 4.33 4.71
O: 1.85 3.00 4.84
H: 0.40 5.18 4.29
H: 1.77 6.18 3.75
H: 1.31 4.72 2.85
H: 2.41 4.76 5.71
H: 3.34 4.30 4.27
H: 1.79 2.62 3.95

***

(6)
Formula: C14H11AuNS2Te
Source: OMol25
Level of theory: wB97M-V/def2-TZVPD

Summary:
- Relative energy (zero: lowest compared OMol25 entry of this formula, charge and spin): 2.5 kcal/mol
- Charge: -1

Atoms and positions in Å:
Au: 1.46 1.05 0.29
C: -2.37 1.67 -1.54
C: -1.76 0.38 -2.00
C: -2.57 -0.70 -2.44
C: -1.98 -1.89 -2.74
C: -0.57 -2.02 -2.63
C: 0.08 -3.25 -2.87
C: 1.44 -3.31 -2.75
C: 2.18 -2.17 -2.39
C: 1.59 -0.95 -2.13
S: 2.61 0.41 -1.67
C: 0.16 -0.88 -2.25
N: -0.46 0.29 -1.94
H: -3.43 1.73 -1.80
H: -1.84 2.52 -1.99
H: -2.27 1.76 -0.46
H: -3.65 -0.58 -2.50
H: -2.56 -2.74 -3.05
H: -0.50 -4.12 -3.13
H: 1.96 -4.25 -2.90
H: 3.26 -2.24 -2.28
Te: -0.20 0.71 2.25
C: 0.65 1.71 3.90
C: 0.64 1.32 5.21
C: 1.24 2.26 6.09
C: 1.71 3.36 5.44
S: 1.41 3.24 3.76
H: 0.22 0.37 5.53
H: 1.34 2.12 7.16
H: 2.23 4.21 5.85

***

no.,highest occupied orbital energy (eV)
1,-14.15
2,-7.11
3,-2.63
4,-9.94
5,-11.76
6,-3.71